Record 1
Below is 5 unconnected molecules or ions with the total composition C40H57N6O2S2 in a non-equilibrium geometry, with properties calculated with the ωB97M-V functional and the def2-TZVPD basis.

```
! RIJCOSX wB97M-V def2-TZVPD def2/J DEFGRID3
* xyz 1 1
C 1.957 -4.003 -2.031
C 0.971 -5.225 -1.955
N -0.340 -4.909 -1.359
C -0.202 -4.603 0.083
C -1.340 -5.242 0.955
C -1.040 -3.940 -2.055
S -2.169 -2.967 -1.335
S -0.783 -3.731 -3.837
C -0.746 -1.946 -4.188
C 0.726 -1.426 -4.213
C 0.868 -0.033 -4.930
N 0.574 1.024 -3.916
C -0.680 1.422 -3.811
N -0.707 2.350 -2.826
C 0.555 2.469 -2.374
N 0.907 3.280 -1.385
C -0.035 4.120 -0.629
C -1.135 3.332 0.108
C -0.656 2.605 1.388
O -1.394 1.384 1.476
N 1.405 1.650 -3.073
C 2.850 1.487 -2.950
C 3.314 0.449 -1.897
O 3.427 -0.811 -2.590
C 4.764 0.800 -1.451
N 4.885 2.195 -0.966
H 1.511 -3.085 -1.594
H 2.195 -3.746 -3.082
H 2.925 -4.218 -1.545
H 0.892 -5.633 -2.978
H 1.481 -6.017 -1.378
H 0.725 -5.117 0.412
H -0.049 -3.534 0.310
H -1.909 -6.004 0.404
H -0.942 -5.609 1.917
H -2.039 -4.419 1.194
H -1.296 -1.675 -5.112
H -1.299 -1.433 -3.372
H 1.447 -2.169 -4.583
H 0.982 -1.220 -3.157
H 0.153 0.062 -5.762
H 1.886 0.123 -5.320
H -1.486 1.045 -4.436
H 1.881 3.289 -1.102
H 0.547 4.656 0.145
H -0.475 4.915 -1.258
H -1.674 2.600 -0.512
H -1.888 4.079 0.431
H 0.430 2.381 1.423
H -0.924 3.203 2.285
H -1.121 0.880 2.256
H 3.223 1.125 -3.927
H 3.318 2.482 -2.821
H 2.633 0.395 -1.027
H 2.898 -1.437 -2.073
H 5.102 0.073 -0.688
H 5.423 0.646 -2.328
H 5.392 2.186 -0.082
H 5.529 2.660 -1.607
C -5.347 0.495 3.239
C -5.624 -0.687 3.915
C -5.067 -1.882 3.479
C -4.226 -1.895 2.373
C -3.946 -0.713 1.699
C -4.511 0.481 2.130
H -5.784 1.427 3.576
H -6.274 -0.677 4.781
H -5.288 -2.805 4.002
H -3.788 -2.827 2.036
H -3.289 -0.722 0.837
H -4.297 1.401 1.601
C -0.240 4.225 6.883
C -0.865 3.061 6.457
C -0.221 2.213 5.566
C 1.054 2.525 5.109
C 1.680 3.688 5.538
C 1.032 4.540 6.422
H -0.743 4.888 7.576
H -1.856 2.815 6.819
H -0.712 1.307 5.229
H 1.559 1.860 4.417
H 2.675 3.930 5.182
H 1.519 5.449 6.753
C 9.628 5.369 -3.255
C 9.213 4.066 -3.495
C 7.859 3.756 -3.480
C 6.922 4.751 -3.234
C 7.337 6.055 -2.997
C 8.691 6.363 -3.003
H 10.684 5.610 -3.264
H 9.944 3.292 -3.694
H 7.535 2.737 -3.662
H 5.864 4.511 -3.227
H 6.606 6.831 -2.806
H 9.016 7.378 -2.814
C -7.574 -4.334 1.924
C -8.953 -4.493 1.881
C -9.561 -5.497 2.623
C -8.790 -6.337 3.416
C -7.412 -6.177 3.462
C -6.803 -5.178 2.713
H -7.100 -3.552 1.342
H -9.555 -3.833 1.268
H -10.635 -5.625 2.584
H -9.264 -7.117 3.998
H -6.811 -6.831 4.081
H -5.726 -5.056 2.745
*
```

Computed properties:
**M**: 718.07 g/mol
**E_HOMO**: -10.377 eV
**Largest force on an atom**: 0.0948 Eh/bohr
**Total energy**: -2833.478211 hartree
**LUMO**: -2.28 eV

=====

Record 2
Below is a molecular structure, C40H58FN11O5SSeV in a non-equilibrium geometry, with properties calculated with the ωB97M-V functional and the def2-TZVPD basis.

```
! RIJCOSX wB97M-V def2-TZVPD def2/J DEFGRID3
* xyz 0 2
V -1.298 1.763 -0.137
F 2.732 -3.611 0.466
C 2.014 -3.231 -0.631
C 1.334 -2.037 -0.590
C 0.637 -1.575 -1.714
C -0.158 -0.391 -1.650
O -0.328 0.220 -0.516
C -0.835 0.012 -2.873
C -0.671 -0.702 -3.988
N 0.104 -1.849 -4.079
C 0.328 -2.329 -5.428
C 1.542 -3.066 -5.903
C 0.189 -3.750 -5.895
C 0.695 -2.359 -2.909
C 1.277 -3.608 -2.855
C 1.968 -4.067 -1.724
N 2.550 -5.377 -1.803
C 3.621 -5.575 -2.775
C 3.453 -7.001 -3.352
N 2.575 -7.737 -2.383
C 3.104 -7.586 -0.987
C 2.866 -6.103 -0.581
C -1.769 1.186 -2.988
O -2.213 1.500 -4.085
O -2.092 1.796 -1.878
H 1.353 -1.418 0.301
H -1.174 -0.372 -4.886
H -0.047 -1.598 -6.125
H 2.288 -3.354 -5.177
H 1.959 -2.774 -6.859
H -0.016 -4.531 -5.174
H -0.306 -3.905 -6.847
H 1.198 -4.297 -3.685
H 4.609 -5.470 -2.308
H 3.544 -4.836 -3.565
H 4.398 -7.529 -3.447
H 2.947 -6.997 -4.314
H 2.417 -8.702 -2.648
H 1.704 -7.192 -2.385
H 4.160 -7.843 -1.000
H 2.583 -8.277 -0.332
H 3.756 -5.724 -0.077
H 2.026 -6.016 0.103
N 0.482 2.947 -0.971
C 0.775 3.991 0.034
C -0.528 4.363 0.719
O -0.670 5.423 1.281
O -1.438 3.421 0.622
H 1.321 2.460 -1.251
H 0.072 3.390 -1.794
H 1.220 4.889 -0.379
H 1.438 3.573 0.793
S 3.119 0.804 1.009
C 3.426 -0.439 2.097
N 2.683 -0.589 3.213
C 2.896 -1.603 4.240
C 3.532 -2.823 3.606
C 4.770 -2.390 2.844
N 4.416 -1.333 1.906
H 1.961 0.099 3.336
H 1.934 -1.857 4.681
H 3.538 -1.214 5.036
H 2.822 -3.275 2.911
H 3.793 -3.556 4.370
H 5.190 -3.225 2.285
H 5.532 -2.041 3.546
H 4.937 -1.206 1.059
C -4.409 2.898 0.291
C -4.103 1.548 0.874
C -4.960 0.743 1.582
C -4.247 -0.449 1.906
C -2.987 -0.323 1.380
C -1.909 -1.371 1.409
N -2.866 0.915 0.738
H -5.486 3.059 0.305
H -4.055 2.961 -0.742
H -3.931 3.704 0.849
H -5.985 0.973 1.840
H -4.630 -1.305 2.449
H -2.103 -2.068 2.229
H -0.919 -0.942 1.542
H -1.877 -1.943 0.475
C -1.191 3.462 3.943
C -0.960 3.290 5.475
N -0.019 2.185 5.730
C -0.536 0.971 5.091
C -0.629 1.176 3.552
N -0.286 2.561 3.214
C 1.096 2.843 3.618
C 1.277 2.525 5.130
H -1.002 4.481 3.609
H -2.215 3.205 3.657
H -1.893 3.068 6.000
H -0.537 4.195 5.917
H -1.518 0.762 5.520
H 0.125 0.138 5.353
H -1.634 0.972 3.181
H 0.064 0.521 3.012
H 1.293 3.898 3.413
H 1.769 2.249 2.993
H 1.686 3.380 5.674
H 1.957 1.680 5.291
C -2.522 7.292 -0.492
N -3.376 6.420 -1.290
C -4.747 6.284 -1.119
C -5.162 5.364 -2.005
N -4.042 4.935 -2.703
C -4.060 3.924 -3.750
C -2.935 5.579 -2.260
Se -1.204 5.415 -2.881
H -3.127 8.116 -0.118
H -1.724 7.672 -1.123
H -2.075 6.748 0.333
H -5.294 6.855 -0.386
H -6.141 4.954 -2.186
H -4.207 4.388 -4.726
H -4.874 3.229 -3.547
H -3.131 3.369 -3.754
*
```

Computed properties:
**M**: 953.95 g/mol
**E_HOMO (spin up / spin down)**: -4.210 / -4.116 eV
**Largest force on an atom**: 0.0513 Eh/bohr
**Total energy**: -6380.981237 hartree
**<S²>**: 0.77
**LUMO (spin up / spin down)**: -1.41 / -1.41 eV

=====

Record 3
Below is a molecular structure, C40H58N2O3SbSi3TeTi, with properties calculated with the ωB97M-V functional and the def2-TZVPD basis.

```
! RIJCOSX wB97M-V def2-TZVPD def2/J DEFGRID3
* xyz 0 2
Ti -0.307 0.062 0.977
C 6.412 1.286 1.027
O 6.078 0.963 2.368
C 4.795 0.657 2.630
C 4.506 0.358 3.981
C 3.232 0.030 4.333
C 2.181 -0.023 3.388
C 0.876 -0.495 3.755
C 0.543 -0.767 5.198
O -0.028 -0.737 2.923
C 2.480 0.313 2.045
O 1.569 0.349 1.108
C 3.798 0.631 1.679
H 7.476 1.503 1.026
H 5.857 2.161 0.683
H 6.209 0.445 0.360
H 5.308 0.391 4.704
H 3.024 -0.208 5.367
H 0.752 0.109 5.812
H 1.138 -1.598 5.582
H -0.512 -1.019 5.271
H 3.966 0.877 0.640
C 0.806 -1.749 -3.692
Sb 0.915 -1.331 -1.575
C -0.288 0.481 -1.198
C 0.768 1.494 -1.491
C 0.728 2.813 -1.015
C 1.751 3.681 -1.320
C 2.827 3.235 -2.085
C 2.805 1.925 -2.515
N 1.804 1.086 -2.243
Si -1.809 0.902 -2.198
C -3.373 0.017 -1.650
C -1.564 0.659 -4.051
C -2.202 2.732 -2.075
C -0.298 -3.138 -0.743
C -1.243 -2.835 0.372
C -1.727 -3.858 1.207
C -2.707 -3.615 2.143
C -3.251 -2.340 2.250
C -2.717 -1.362 1.450
N -1.711 -1.580 0.573
Si -1.286 -4.089 -2.065
C -0.164 -5.049 -3.224
C -2.455 -5.383 -1.347
C -2.445 -2.992 -3.050
Si 1.189 -4.164 -0.096
C 0.827 -5.982 0.275
C 1.765 -3.389 1.509
C 2.640 -4.173 -1.296
H 1.036 -0.802 -4.173
H -0.143 -2.126 -4.055
H 1.599 -2.461 -3.917
H -0.102 3.130 -0.399
H 1.723 4.701 -0.953
H 3.649 3.889 -2.342
H 3.614 1.520 -3.115
H -3.207 -1.009 -1.337
H -4.099 0.009 -2.468
H -3.829 0.560 -0.817
H -1.566 -0.376 -4.389
H -0.616 1.110 -4.359
H -2.364 1.183 -4.580
H -2.255 3.095 -1.047
H -3.178 2.904 -2.539
H -1.471 3.342 -2.609
H -1.340 -4.857 1.085
H -3.065 -4.420 2.773
H -4.046 -2.111 2.944
H -3.066 -0.336 1.522
H 0.470 -5.760 -2.691
H 0.473 -4.414 -3.836
H -0.804 -5.623 -3.898
H -1.969 -6.170 -0.771
H -2.956 -5.859 -2.195
H -3.231 -4.931 -0.727
H -2.094 -1.969 -3.155
H -3.426 -2.956 -2.572
H -2.584 -3.409 -4.051
H 0.367 -6.120 1.255
H 1.776 -6.523 0.294
H 0.195 -6.462 -0.472
H 0.968 -3.362 2.256
H 2.118 -2.369 1.345
H 2.595 -3.965 1.927
H 2.337 -4.125 -2.342
H 3.209 -5.096 -1.160
H 3.306 -3.333 -1.101
C -2.250 7.695 -0.399
C -1.999 6.404 0.333
C -0.745 6.097 0.839
C -0.488 4.891 1.486
C 0.883 4.644 2.060
C -1.518 3.949 1.606
Te -1.165 2.113 2.621
C -2.799 4.250 1.124
C -3.948 3.283 1.238
C -3.017 5.474 0.501
H -1.521 8.456 -0.123
H -3.247 8.080 -0.184
H -2.181 7.542 -1.478
H 0.060 6.818 0.738
H 1.567 5.453 1.801
H 1.301 3.698 1.709
H 0.826 4.578 3.149
H -3.709 2.331 0.757
H -4.843 3.694 0.771
H -4.165 3.062 2.285
H -4.009 5.701 0.125
*
```

Computed properties:
**M**: 996.40 g/mol
**E_HOMO (spin up / spin down)**: -7.180 / -7.241 eV
**Largest force on an atom**: 0.0178 Eh/bohr
**Total energy**: -4120.618497 hartree
**<S²>**: 0.76
**Relative energy (zero: lowest compared OMol25 entry of this formula, charge and spin)**: 0.0 kcal/mol
**LUMO (spin up / spin down)**: -0.03 / -0.17 eV

=====

Record 4
Below is a molecular structure, C40H58N2O3SiSr, with properties calculated with the ωB97M-V functional and the def2-TZVPD basis.

```
! RIJCOSX wB97M-V def2-TZVPD def2/J DEFGRID3
* xyz -2 1
Sr 0.256 0.194 -0.085
O 0.697 1.925 1.505
C 0.792 1.949 2.782
C 0.685 3.161 3.518
C 0.739 3.174 4.894
C 0.906 1.998 5.635
C 1.038 0.802 4.953
C 1.010 0.753 3.562
C 1.174 -0.521 2.845
N 1.173 -1.710 3.293
C 1.249 -2.770 2.258
C -0.046 -2.959 1.426
N -0.030 -2.339 0.098
C -0.607 -2.974 -0.849
C -1.016 -2.565 -2.210
C -1.490 -3.628 -2.993
C -2.068 -3.453 -4.232
C -2.225 -2.145 -4.705
C -1.778 -1.070 -3.980
C -1.123 -1.220 -2.727
O -0.651 -0.202 -2.124
H 0.546 4.073 2.950
H 0.642 4.121 5.415
H 0.930 2.026 6.717
H 1.181 -0.131 5.488
H 1.330 -0.381 1.787
H 1.447 -3.704 2.786
H 2.092 -2.587 1.580
H -0.867 -2.494 1.981
H -0.286 -4.027 1.330
H -0.915 -4.010 -0.637
H -1.395 -4.633 -2.590
H -2.428 -4.299 -4.802
H -2.715 -1.974 -5.658
H -1.910 -0.055 -4.335
C -2.335 2.136 -0.294
C -3.751 1.731 -0.696
C -4.751 2.310 0.314
C -4.033 0.248 -0.878
C -4.995 -0.088 -1.819
C -5.449 -1.385 -2.003
C -4.998 -2.360 -1.121
C -4.083 -2.076 -0.120
C -3.696 -3.120 0.917
C -4.584 -4.366 0.876
C -3.724 -2.563 2.346
C -3.446 -0.783 -0.072
O -2.412 -0.593 0.668
H -2.246 3.226 -0.280
H -1.624 1.751 -1.030
H -2.070 1.748 0.688
H -3.943 2.203 -1.667
H -4.587 1.853 1.294
H -5.779 2.096 0.014
H -4.634 3.394 0.416
H -5.396 0.709 -2.444
H -6.146 -1.629 -2.796
H -5.393 -3.366 -1.214
H -2.674 -3.451 0.707
H -5.641 -4.089 0.895
H -4.385 -4.993 1.750
H -4.412 -4.975 -0.015
H -4.753 -2.301 2.616
H -3.109 -1.671 2.428
H -3.367 -3.317 3.054
C 2.299 1.136 -4.046
C 3.291 0.296 -3.229
C 2.764 -1.145 -3.326
C 4.648 0.352 -3.939
Si 3.193 0.873 -1.323
C 4.812 0.106 -0.442
C 4.618 0.182 1.080
C 6.170 0.735 -0.777
C 4.915 -1.390 -0.760
C 3.444 2.847 -1.307
C 3.821 3.316 0.104
C 4.458 3.445 -2.287
C 2.076 3.490 -1.588
H 2.180 0.695 -5.047
H 2.632 2.166 -4.182
H 1.310 1.153 -3.579
H 2.714 -1.451 -4.382
H 1.755 -1.222 -2.914
H 3.390 -1.868 -2.805
H 4.531 0.075 -4.999
H 5.366 -0.348 -3.505
H 5.097 1.346 -3.908
H 4.553 1.201 1.458
H 5.457 -0.313 1.592
H 3.700 -0.329 1.382
H 6.232 1.776 -0.458
H 6.386 0.706 -1.846
H 6.978 0.191 -0.262
H 3.967 -1.907 -0.581
H 5.676 -1.853 -0.113
H 5.208 -1.581 -1.793
H 4.816 2.990 0.407
H 3.100 2.958 0.845
H 3.815 4.416 0.136
H 5.457 3.022 -2.165
H 4.539 4.532 -2.129
H 4.162 3.295 -3.327
H 1.345 3.189 -0.833
H 1.676 3.228 -2.568
H 2.160 4.586 -1.543
*
```

Computed properties:
**M**: 730.62 g/mol
**E_HOMO**: -1.307 eV
**Largest force on an atom**: 0.0160 Eh/bohr
**Total energy**: -2214.557553 hartree
**Relative energy (zero: lowest compared OMol25 entry of this formula, charge and spin)**: 34.4 kcal/mol
**LUMO**: 4.53 eV

=====

- What is the formula in the second record?
  C40H58FN11O5SSeV